[1]
The following is a DFT calculation (ωB97M-V/def2-TZVPD) of a structure of composition C6H3NO4Rh at a distorted geometry.

As for the energy above the lowest of the compared OMol25 structures with the same formula, charge and spin: 7.9 kJ/mol. The value obtained for the electronic energy is -695.142811 hartree. Its expectation value of S² is 6.020. The max |F| is 11.1 eV/Å.

The geometry in ORCA input format:
```
! RIJCOSX wB97M-V def2-TZVPD def2/J DEFGRID3
* xyz 3 5
O -2.591 1.344 -1.130
C -1.963 0.459 -0.735
Rh -0.858 -1.036 -0.102
O 0.304 -1.759 -3.175
C -0.093 -1.517 -2.135
C -2.345 -2.233 -0.056
O -3.270 -2.920 0.026
C 0.336 -2.339 0.780
O 0.996 -3.163 1.248
C 1.815 2.597 1.032
C 1.137 1.398 0.583
N 0.594 0.441 0.233
H 1.118 3.210 1.633
H 2.143 3.186 0.159
H 2.679 2.333 1.640
*
```

---

[2]
The following is a DFT calculation (ωB97M-V/def2-TZVPD) of a cluster of 2 separate species, C6H3NO4S in total at a distorted geometry.

As for the energy above the lowest of the compared OMol25 structures with the same formula, charge and spin: 60.0 kJ/mol. The value obtained for the electronic energy is -984.292215 hartree. The max |F| is 5.5 eV/Å.

The geometry in ORCA input format:
```
! RIJCOSX wB97M-V def2-TZVPD def2/J DEFGRID3
* xyz -2 1
C -0.115 0.233 -1.226
C 0.225 1.055 -2.124
C -0.060 1.430 0.599
C 2.058 0.257 1.466
C -1.134 -0.694 -1.154
C -1.115 -1.529 0.213
N 0.853 1.040 1.364
O 0.767 1.950 -2.718
O -1.056 2.088 0.496
O 2.188 -0.772 0.869
O -1.936 -1.024 -2.053
S 2.964 0.776 2.727
H -1.621 -0.718 0.709
H -0.202 -1.625 0.638
H -1.818 -2.466 0.194
*
```